1.
Molecular formula: C3H7NO
Method: DFT, ωB97M-V/def2-TZVPD

Values from the calculation:
Highest occupied orbital energy (spin up / spin down) in eV: -17.2 / -16.7
Relative energy (zero: lowest compared OMol25 entry of this formula, charge and spin) in kcal/mol: 41.3
Spin multiplicity: 2
<S²>: 0.7748
Charge: +1

Geometry (Å):
C1 0.10 -1.97 0.15
N1 0.79 -0.77 0.06
C2 -0.04 0.35 -0.63
C3 -0.27 1.55 0.38
O1 0.50 -3.08 0.04
H1 -1.02 -1.76 0.28
H2 1.82 -0.76 0.00
H3 -1.17 0.02 -0.80
H4 0.57 0.69 -1.51
H5 0.26 1.48 1.39
H6 -1.36 1.59 0.64
H7 -0.19 2.65 -0.01



2.
Molecular formula: C3H7NO2
Method: DFT, ωB97M-V/def2-TZVPD

Values from the calculation:
Highest occupied orbital energy in eV: -10.2
Relative energy (zero: lowest compared OMol25 entry of this formula, charge and spin) in kcal/mol: 58.5

Geometry (Å):
N1 0.15 1.72 -0.23
C1 0.34 0.60 -0.88
O1 1.10 0.87 -1.87
C2 -0.18 -0.78 -0.58
C3 -0.53 -0.95 0.89
O2 0.57 -0.76 1.74
H1 0.91 2.01 -1.27
H2 -0.54 1.86 0.50
H3 0.60 -1.49 -0.88
H4 -1.05 -0.96 -1.22
H5 -1.37 -0.28 1.15
H6 -0.88 -1.97 1.07
H7 0.90 0.14 1.59



3.
Molecular formula: C3H7NO2
Method: DFT, ωB97M-V/def2-TZVPD

Values from the calculation:
Highest occupied orbital energy in eV: -9.1
Relative energy (zero: lowest compared OMol25 entry of this formula, charge and spin) in kcal/mol: 22.3

Geometry (Å):
C1 -0.66 -0.09 -1.85
N1 0.18 -0.34 -0.71
C2 -0.14 0.51 0.43
C3 0.40 0.02 1.74
O1 0.05 0.49 2.79
O2 1.31 -0.96 1.65
H1 -0.46 -0.83 -2.62
H2 -0.61 0.91 -2.28
H3 -1.69 -0.23 -1.56
H4 1.17 -0.30 -0.91
H5 -1.23 0.54 0.53
H6 0.22 1.53 0.22
H7 1.46 -1.26 2.57



4.
Molecular formula: C3H7NO2
Method: DFT, ωB97M-V/def2-TZVPD

Values from the calculation:
Highest occupied orbital energy in eV: -9.1
Relative energy (zero: lowest compared OMol25 entry of this formula, charge and spin) in kcal/mol: 35.2

Geometry (Å):
C1 -1.15 -1.04 -0.18
C2 -0.19 0.12 0.23
N1 -0.54 1.44 -0.16
C3 1.15 -0.24 -0.04
O1 1.52 -1.38 -0.04
O2 2.02 0.80 -0.14
H1 -0.95 -1.69 0.59
H2 -2.17 -0.84 -0.25
H3 -0.83 -1.34 -1.18
H4 -0.41 -0.10 1.33
H5 0.08 2.12 0.26
H6 -1.50 1.74 -0.27
H7 2.95 0.39 -0.14



5.
Molecular formula: C3H7NO2
Method: DFT, ωB97M-V/def2-TZVPD

Values from the calculation:
Highest occupied orbital energy in eV: -9.5
Relative energy (zero: lowest compared OMol25 entry of this formula, charge and spin) in kcal/mol: 64.3

Geometry (Å):
C1 -1.06 1.42 0.99
C2 0.21 1.25 1.41
O1 1.30 1.25 0.52
H1 -1.79 1.07 1.66
H2 -1.13 2.06 0.00
H3 0.52 1.16 2.54
H4 2.05 1.33 1.12
N1 0.56 -1.63 -0.94
C3 -0.38 -1.60 -1.95
O2 -1.35 -2.36 -1.96
H5 0.39 -2.43 -0.31
H6 0.74 -0.69 -0.42
H7 -0.06 -0.82 -2.67



6.
Molecular formula: C3H7NO2
Method: DFT, ωB97M-V/def2-TZVPD

Values from the calculation:
Highest occupied orbital energy in eV: -9.9
Relative energy (zero: lowest compared OMol25 entry of this formula, charge and spin) in kcal/mol: 35.6

Geometry (Å):
C1 0.71 -0.87 -1.82
O1 0.66 -0.19 -0.56
C2 -0.66 -0.13 0.01
C3 -0.81 0.71 1.38
N1 0.37 1.01 1.91
O2 -1.86 1.09 1.86
H1 0.08 -0.40 -2.59
H2 0.43 -1.94 -1.76
H3 1.76 -0.81 -2.16
H4 -0.94 -1.21 0.08
H5 -1.28 0.59 -0.56
H6 0.37 1.41 2.83
H7 1.18 0.73 1.38



> The highest relative energy (zero: lowest compared OMol25 entry of this formula, charge and spin) belongs to which entry?

number 5